{"formula": "C23H45BaCl3N2O3PSi", "method": "ωB97M-V with the def2-TZVPD basis set", "elements": ["C", "C", "H", "H", "H", "C", "C", "H", "H", "H", "H", "Ba", "Cl", "Cl", "H", "H", "C", "C", "N", "H", "C", "O", "H", "H", "H", "H", "H", "H", "C", "C", "N", "H", "C", "O", "H", "H", "H", "H", "O", "C", "C", "C", "H", "C", "H", "C", "H", "C", "C", "H", "H", "H", "Si", "Cl", "C", "C", "C", "H", "H", "H", "H", "H", "H", "H", "H", "H", "C", "P", "C", "C", "H", "H", "H", "H", "H", "H", "H", "H", "H"], "xyz": [[2.29, 0.85, -3.83], [2.81, 0.87, -2.45], [3.08, 1.03, -4.56], [1.53, 1.62, -3.98], [1.83, -0.11, -4.02], [3.60, 1.88, -2.05], [3.85, 3.13, -2.83], [4.19, 1.79, -1.14], [2.92, 3.57, -3.23], [4.52, 2.99, -3.68], [4.28, 3.92, -2.20], [-3.28, 1.42, -0.39], [0.83, -3.20, 1.96], [-3.81, 3.41, -2.41], [-5.78, -2.69, 3.05], [-4.49, -4.70, 2.56], [-5.44, -2.14, 2.17], [-4.27, -4.28, 1.58], [-4.25, -2.83, 1.65], [-5.20, -1.11, 2.44], [-3.28, -2.14, 1.05], [-3.30, -0.88, 0.91], [-3.28, -4.63, 1.27], [-2.43, -2.75, 0.68], [-6.26, -2.15, 1.42], [-5.01, -4.64, 0.85], [0.60, 2.85, -1.79], [2.37, 4.55, 0.61], [0.21, 3.82, -1.42], [1.34, 4.95, 0.56], [0.41, 3.94, 0.04], [-0.85, 3.90, -1.71], [-0.33, 3.23, 0.90], [-1.18, 2.39, 0.52], [1.03, 5.24, 1.57], [-0.16, 3.41, 1.97], [0.78, 4.61, -1.91], [1.33, 5.83, -0.09], [1.13, -0.73, -1.68], [2.41, -0.35, -1.53], [2.35, 1.09, 0.56], [2.82, -0.07, -0.05], [1.65, 1.74, 0.00], [2.80, 1.49, 1.82], [3.02, -1.22, -1.86], [3.72, -0.88, 0.65], [2.52, 2.47, 2.21], [3.67, 0.66, 2.53], [4.10, -0.53, 1.95], [4.17, -1.74, 0.15], [4.01, 0.98, 3.52], [4.79, -1.17, 2.50], [-1.62, -1.10, -2.88], [-1.06, 0.87, -1.94], [-3.50, -0.77, -3.05], [-1.56, -2.71, -1.98], [-0.53, -1.01, -4.35], [-3.68, 0.20, -3.54], [-4.05, -0.78, -2.09], [-3.94, -1.58, -3.64], [-0.46, -0.01, -4.78], [-0.84, -1.69, -5.15], [0.47, -1.33, -4.03], [-0.63, -2.77, -1.41], [-1.61, -3.50, -2.75], [-2.43, -2.84, -1.33], [1.63, -1.62, 4.45], [0.24, -1.84, 3.35], [-1.15, -2.59, 4.20], [-0.19, -0.40, 2.37], [2.07, -2.59, 4.69], [1.27, -1.14, 5.38], [2.39, -0.97, 4.00], [-1.39, -2.00, 5.09], [-2.04, -2.63, 3.55], [-0.89, -3.62, 4.50], [-0.24, 0.48, 3.02], [0.57, -0.22, 1.59], [-1.17, -0.54, 1.87]], "lowdin_charge": [-0.06, -0.23, 0.08, 0.08, 0.04, -0.15, -0.12, 0.10, 0.06, 0.07, 0.06, 1.00, 0.31, -0.57, 0.07, 0.07, -0.09, -0.11, -0.18, 0.07, -0.34, -0.30, 0.08, 0.12, 0.08, 0.08, 0.04, 0.09, -0.04, -0.05, -0.16, 0.06, -0.31, -0.37, 0.09, 0.14, 0.09, 0.09, -0.34, -0.47, -0.08, -0.17, 0.10, -0.10, 0.12, -0.04, 0.09, -0.15, -0.12, 0.11, 0.09, 0.10, 0.34, 0.24, -0.26, -0.19, -0.22, 0.02, -0.02, 0.03, 0.04, 0.03, 0.02, 0.03, 0.05, 0.00, -0.29, 0.51, -0.37, -0.24, 0.04, 0.04, 0.02, 0.01, 0.03, 0.02, 0.04, 0.04, 0.03], "largest_force_ev_per_a": 2.11, "homo_lumo_gap_ev": [2.07, 2.07], "charge": -1, "homo_energy_ev": [-0.1, -0.1], "multiplicity": 1}